1:
DFT (wB97M-V/def2-TZVPD) results for the molecule C20H30N2O5S.

Structure (ORCA input):
```
! RIJCOSX wB97M-V def2-TZVPD def2/J DEFGRID3
* xyz 0 1
C -4.212 0.219 2.514
S -2.722 -0.009 1.525
C -2.391 1.731 1.092
C -1.788 2.502 2.259
C -1.545 1.758 -0.192
O -1.359 3.064 -0.688
C -0.176 1.112 0.052
O 0.725 1.718 0.606
N -0.066 -0.167 -0.370
C 1.142 -0.938 -0.186
C 1.965 -1.061 -1.469
O 1.084 -1.733 -2.374
C 2.362 0.304 -2.035
C 3.445 0.983 -1.196
N 4.598 0.104 -1.056
C 5.711 0.157 -1.850
O 6.497 -0.770 -1.919
C 5.932 1.456 -2.625
C 7.284 1.535 -3.277
C 7.623 0.685 -4.327
C 8.864 0.772 -4.927
C 9.803 1.705 -4.493
C 11.152 1.751 -5.159
O 11.887 2.871 -4.693
C 9.472 2.552 -3.450
C 8.220 2.464 -2.851
C 4.274 -1.159 -0.409
C 3.213 -1.908 -1.213
H -4.541 -0.773 2.819
H -4.013 0.806 3.408
H -5.002 0.686 1.927
H -3.358 2.164 0.818
H -1.617 3.555 2.015
H -2.469 2.482 3.110
H -0.834 2.073 2.558
H -2.082 1.194 -0.959
H -1.519 3.701 0.013
H -0.812 -0.574 -0.907
H 1.716 -0.454 0.601
H 0.876 -1.945 0.141
H 1.527 -1.821 -3.225
H 2.745 0.150 -3.051
H 1.482 0.944 -2.111
H 3.735 1.926 -1.648
H 3.053 1.216 -0.204
H 5.144 1.534 -3.381
H 5.797 2.303 -1.951
H 6.911 -0.057 -4.666
H 9.111 0.103 -5.745
H 11.690 0.821 -4.939
H 11.014 1.805 -6.245
H 12.767 2.840 -5.077
H 10.191 3.282 -3.107
H 7.973 3.133 -2.034
H 5.184 -1.747 -0.334
H 3.919 -0.942 0.602
H 2.928 -2.836 -0.711
H 3.648 -2.183 -2.180
*
```

Results
- Lowest unoccupied orbital energy: 0.585 eV
- SMILES: CS[C@@H](C)[C@@H](O)C(=O)NCC1(O)CCN(C(=O)Cc2ccc(CO)cc2)CC1



2:
DFT (wB97M-V/def2-TZVPD) results for the molecule C20H30N2O5S.

Structure (ORCA input):
```
! RIJCOSX wB97M-V def2-TZVPD def2/J DEFGRID3
* xyz 0 1
C 3.076 -3.159 -0.718
S 1.550 -2.582 0.045
C 2.210 -1.593 1.430
C 3.240 -0.546 1.037
C 1.032 -0.987 2.221
O 1.448 -0.713 3.540
C 0.468 0.329 1.651
O 0.264 1.291 2.365
N 0.179 0.315 0.329
C -0.454 1.441 -0.318
C -1.953 1.236 -0.543
O -2.019 0.091 -1.397
C -2.701 0.962 0.763
C -2.820 2.213 1.634
N -3.440 3.292 0.878
C -4.775 3.591 0.915
O -5.306 4.274 0.058
C -5.559 3.059 2.114
C -6.949 3.623 2.207
C -7.918 3.296 1.261
C -9.195 3.814 1.356
C -9.539 4.677 2.395
C -10.934 5.238 2.449
O -11.124 5.952 3.660
C -8.580 5.005 3.338
C -7.297 4.478 3.240
C -2.686 3.661 -0.310
C -2.550 2.458 -1.243
H 2.788 -3.881 -1.479
H 3.624 -2.348 -1.191
H 3.706 -3.659 0.018
H 2.673 -2.309 2.114
H 3.473 0.065 1.911
H 4.166 -1.007 0.695
H 2.861 0.103 0.247
H 0.197 -1.703 2.219
H 1.428 -1.532 4.043
H 0.306 -0.533 -0.205
H -0.272 2.316 0.301
H 0.007 1.597 -1.295
H -2.945 -0.116 -1.562
H -3.707 0.609 0.509
H -2.203 0.159 1.310
H -3.392 1.995 2.529
H -1.828 2.532 1.960
H -5.601 1.967 2.030
H -5.009 3.277 3.030
H -7.662 2.641 0.438
H -9.938 3.549 0.612
H -11.087 5.898 1.586
H -11.655 4.415 2.369
H -11.994 6.358 3.641
H -8.838 5.671 4.149
H -6.555 4.744 3.985
H -3.209 4.472 -0.807
H -1.705 4.022 0.008
H -1.941 2.710 -2.116
H -3.547 2.194 -1.610
*
```

Results
- Lowest unoccupied orbital energy: 0.506 eV
- SMILES: CS[C@@H](C)[C@@H](O)C(=O)NCC1(O)CCN(C(=O)Cc2ccc(CO)cc2)CC1



Q: Which of them is the most stable? A: 1.



1:
DFT (wB97M-V/def2-TZVPD) results for the molecule C5H12O2S.

Structure (ORCA input):
```
! RIJCOSX wB97M-V def2-TZVPD def2/J DEFGRID3
* xyz 0 1
C 2.323 -0.532 -0.136
C -1.679 1.481 0.732
C 1.026 -1.138 -0.647
C -0.427 0.982 0.046
C -0.284 -0.602 0.177
O -0.459 1.349 -1.319
O -0.110 -1.020 1.478
S -1.810 -1.418 -0.586
H 2.417 -0.634 0.928
H 3.329 -0.991 -0.525
H 2.331 0.516 -0.351
H -1.759 2.596 0.487
H -2.548 1.018 0.256
H -1.792 1.322 1.832
H 0.722 -0.778 -1.620
H 1.152 -2.272 -0.754
H 0.638 1.363 0.512
H -1.400 1.704 -1.641
H -0.733 -0.619 2.011
H -0.936 -2.328 -0.881
*
```

Results
- Lowest unoccupied orbital energy: 0.673 eV
- SMILES: CC[C@](O)(S)[C@H](C)O



2:
DFT (wB97M-V/def2-TZVPD) results for a cluster of 2 separate species, C5H12O2S in total.

Structure (ORCA input):
```
! RIJCOSX wB97M-V def2-TZVPD def2/J DEFGRID3
* xyz 0 1
O 2.853 1.238 -1.160
C 1.947 1.951 -1.473
C 0.603 2.053 -0.789
C 0.207 0.838 0.037
C -0.080 -0.351 -0.867
S -0.827 -1.684 0.177
C 0.677 -2.633 0.751
H 2.053 2.724 -2.307
H -0.118 2.458 -1.497
H 0.670 2.994 -0.203
H 0.675 0.536 0.967
H -0.789 1.108 0.449
H -0.714 -0.332 -1.753
H 0.867 -0.608 -1.384
H 1.135 -1.901 1.429
H 0.320 -3.604 1.075
H 1.464 -2.715 -0.006
H -3.382 -0.353 2.598
H -3.029 1.152 2.861
O -3.543 0.547 2.339
*
```

Results
- Lowest unoccupied orbital energy: 0.739 eV
- SMILES: CSCCCC=O.O



Q: Which of them is the most stable? A: 2.



1:
DFT (wB97M-V/def2-TZVPD) results for a cluster of 2 separate species, C7H13NO in total.

Structure (ORCA input):
```
! RIJCOSX wB97M-V def2-TZVPD def2/J DEFGRID3
* xyz 0 1
C 1.420 1.883 1.045
C 1.054 0.450 0.831
N 0.849 0.602 -1.594
C 0.880 -0.166 -0.395
O 1.293 -0.329 1.938
H 0.996 -1.229 1.765
H 1.552 1.321 -1.712
H 0.858 0.062 -2.450
H 1.327 -1.158 -0.480
H 0.675 2.532 0.593
H 1.498 2.128 2.103
H 2.378 2.102 0.567
C -1.983 0.590 1.090
C -1.002 -2.240 -1.534
C -1.135 -1.153 -0.549
C -1.920 -0.448 0.105
H -2.206 1.568 0.669
H -0.932 0.669 1.513
H -2.704 0.374 1.884
H -1.961 -2.433 -2.013
H -0.646 -3.160 -1.060
H -0.292 -1.965 -2.317
*
```

Results
- Lowest unoccupied orbital energy: 0.829 eV
- SMILES: C/C(O)=C\N.CC#CC



2:
DFT (wB97M-V/def2-TZVPD) results for a structure of composition C7H13NO.

Structure (ORCA input):
```
! RIJCOSX wB97M-V def2-TZVPD def2/J DEFGRID3
* xyz 0 1
C 2.599 0.519 -0.562
C 0.530 -0.591 0.291
C 0.872 -1.906 0.726
C -0.569 -1.680 -0.029
C -1.697 0.051 -0.622
C -0.710 0.441 0.430
C -0.733 2.018 0.376
H 2.527 1.846 -0.472
H 3.194 0.022 -1.757
H 2.945 -0.001 0.831
H 0.737 -2.605 1.576
H 1.656 -2.100 0.152
H -1.110 -1.727 0.995
H -2.135 -1.831 -1.074
H -1.467 1.038 -1.354
H -2.706 0.221 -0.206
H -1.313 0.396 1.235
H -0.456 2.461 -0.566
H -0.095 2.487 1.253
H -2.016 2.100 0.746
N -1.294 -1.234 -1.187
O 1.241 0.076 -0.783
*
```

Results
- Lowest unoccupied orbital energy: 0.617 eV



3:
DFT (wB97M-V/def2-TZVPD) results for a structure of composition C7H13NO.

Structure (ORCA input):
```
! RIJCOSX wB97M-V def2-TZVPD def2/J DEFGRID3
* xyz 0 1
C 0.881 -0.890 -1.251
C 0.763 2.688 -0.410
C -2.351 0.235 0.304
C -0.714 -2.148 0.424
C 1.211 -0.117 -0.049
C -0.373 -0.924 -0.387
C 2.105 -0.190 0.933
O 0.285 1.409 -0.097
N -1.235 0.095 -0.610
H 1.406 -1.837 -1.356
H 0.757 -0.336 -2.179
H 0.251 3.435 0.209
H 0.533 2.904 -1.463
H 1.848 2.739 -0.265
H -2.840 1.190 0.117
H -2.054 0.205 1.357
H -3.067 -0.576 0.126
H -1.027 -1.888 1.437
H 0.161 -2.793 0.503
H -1.523 -2.711 -0.052
H 1.997 0.326 1.877
H 2.986 -0.816 0.831
*
```

Results
- Lowest unoccupied orbital energy (alpha / beta): 0.244 / 0.242 eV



4:
DFT (wB97M-V/def2-TZVPD) results for a structure of composition C7H13NO.

Structure (ORCA input):
```
! RIJCOSX wB97M-V def2-TZVPD def2/J DEFGRID3
* xyz 0 1
C 1.704 1.701 0.066
C 0.887 -0.678 0.865
C -0.523 -1.238 1.059
C -1.091 -0.734 -0.372
C -2.248 0.260 -0.397
C 0.190 -0.039 -0.862
C 1.247 -1.129 -0.582
H 2.187 1.609 -0.908
H 2.414 1.640 0.877
H 1.114 2.649 0.066
H 1.676 -0.643 1.671
H -0.489 -2.284 1.017
H -1.055 -0.912 1.923
H -1.301 -1.547 -1.141
H -2.450 0.661 -1.376
H -3.214 -0.197 -0.099
H -1.004 1.328 0.639
H -0.009 0.548 -1.776
H 2.258 -0.826 -0.791
H 1.069 -2.180 -0.803
N 0.639 0.696 0.357
O -2.001 1.316 0.565
*
```

Results
- Lowest unoccupied orbital energy: 0.965 eV



Q: Which of them is the most stable? A: 4.



1:
DFT (wB97M-V/def2-TZVPD) results for a cluster of 2 separate species, C3H12N4 in total.

Structure (ORCA input):
```
! RIJCOSX wB97M-V def2-TZVPD def2/J DEFGRID3
* xyz 2 1
C -0.701 -0.924 0.164
C -0.219 -1.601 1.353
C -0.106 1.911 -0.299
N -0.022 -1.055 -0.976
N 0.103 0.912 0.675
N -0.551 -0.714 -2.185
N 1.198 0.899 1.342
H -1.703 -0.535 0.216
H 0.910 -1.552 1.290
H -0.649 -2.561 1.179
H -0.596 -1.070 2.178
H -1.017 1.687 -0.911
H -0.389 2.977 0.043
H 0.681 2.279 -0.951
H 0.814 -1.609 -1.185
H 0.066 -0.650 -2.990
H -1.357 -0.151 -2.173
H 2.039 1.647 1.370
H 1.500 0.110 1.859
*
```

Results
- Lowest unoccupied orbital energy (alpha / beta): -11.068 / -11.067 eV



2:
DFT (wB97M-V/def2-TZVPD) results for the ion C3H12N4 with charge +2.

Structure (ORCA input):
```
! RIJCOSX wB97M-V def2-TZVPD def2/J DEFGRID3
* xyz 2 1
C 0.805 -0.382 -0.137
C -2.288 0.320 0.828
C -0.635 0.047 -1.077
N 0.633 -1.426 0.490
N 1.881 0.515 -0.245
N 3.163 0.198 0.312
N -1.766 -0.427 -0.276
H -2.514 1.409 0.459
H -3.211 -0.168 1.319
H -1.826 0.511 1.801
H -0.547 -0.374 -2.071
H -0.596 1.219 -1.104
H 1.274 -1.902 0.998
H 1.745 1.334 -0.721
H 3.761 -0.075 -0.474
H 3.596 0.975 0.929
H 2.972 -0.575 1.077
H -1.556 -1.399 0.086
H -2.526 -0.578 -0.906
*
```

Results
- Lowest unoccupied orbital energy: -7.414 eV
- SMILES: [H]/N=C(/C[NH2+]C)N[NH3+]



Q: Which of them is the most stable? A: 2.